Record 1
Below is a molecular structure, C16H31NOOsP2 at a distorted geometry, with properties calculated with ωB97M-V with the def2-TZVPD basis set.

## Properties
Lowest unoccupied orbital energy (alpha / beta)   -7.23 / -9.94 eV
Energy above the lowest of the compared OMol25 structures with the same formula, charge and spin   41.8 kcal/mol
Frontier orbital gap (alpha / beta)   7.00 / 4.46 eV
Maximum force   6.8 eV/A
Net charge   +2
Multiplicity   5

```
52
C16H31NOOsP2 | OMol25 | ωB97M-V with the def2-TZVPD basis set
P -3.0006 0.2039 -0.1023
P -0.4176 -1.9672 1.5223
C -3.2169 -1.3689 0.8774
C -2.1899 -1.9385 1.8848
H -3.6095 -2.1725 0.2394
H -4.0455 -1.0372 1.5180
H -2.3530 -1.4947 2.8821
H -2.3059 -3.0248 1.9402
C -0.1324 -3.4329 0.4457
H 0.9011 -3.7484 0.6244
H -0.2551 -3.0731 -0.5966
H -0.8377 -4.2394 0.6765
C 0.5069 -2.0085 3.0367
H 0.2570 -2.8945 3.6315
H 0.2855 -1.1034 3.6133
H 1.5691 -2.0270 2.7690
C -3.9558 0.2323 -1.6587
H -3.7590 1.1818 -2.1786
H -5.0408 0.1230 -1.5312
H -3.6059 -0.5703 -2.3239
C -3.4707 1.5330 1.0486
H -2.6957 1.6087 1.8218
H -4.4344 1.3743 1.5460
H -3.4981 2.4866 0.5060
Os -0.9423 -0.6070 -0.1598
C -4.2111 -3.6620 3.0485
C -3.9925 -4.4721 1.9957
C -5.1034 -5.0144 1.1599
C -6.2563 -4.0187 0.8446
C -5.9017 -2.5674 0.7073
C -6.0491 -1.6708 1.6993
C -6.2794 -2.0490 3.1327
C -5.5612 -3.3425 3.6196
C -0.5657 1.2584 -0.9802
H -3.3855 -3.3218 3.6843
H -3.0097 -4.9154 1.7902
H -5.5715 -5.9075 1.6135
H -4.6882 -5.3844 0.2140
H -6.7128 -4.3408 -0.1011
H -7.0473 -4.1689 1.5899
H -5.6327 -2.2401 -0.2987
H -6.0667 -0.5932 1.4961
H -7.3501 -2.1748 3.3632
H -5.9601 -1.2133 3.7689
H -5.4242 -3.2297 4.7052
H -6.2601 -4.1854 3.5324
H 0.0862 1.7037 -0.2064
H -1.3343 1.9762 -1.3172
H 0.0905 1.0056 -1.8356
O 3.2658 0.3170 -0.2262
C 2.1930 -0.1948 -0.2195
N 1.0810 -0.6784 -0.2432
```

Atom charges from the Löwdin analysis, given in e for atoms 1 to 4: number 1, P, carries 0.732; number 2, P, carries 0.723; number 3, C, carries -0.397; number 4, C, carries -0.407

=====

Record 2
Below is a molecular structure, C16H31NOP2Pt at a distorted geometry, with properties calculated with ωB97M-V with the def2-TZVPD basis set.

## Properties
Lowest unoccupied orbital energy (alpha / beta)   0.36 / -1.18 eV
Energy above the lowest of the compared OMol25 structures with the same formula, charge and spin   0.0 kcal/mol
Frontier orbital gap (alpha / beta)   3.43 / 6.77 eV
Maximum force   2.8 eV/A
Multiplicity   3

```
52
C16H31NOP2Pt | OMol25 | ωB97M-V with the def2-TZVPD basis set
P 0.2357 -1.8116 1.1735
P -0.1337 1.7649 1.8462
C -0.0310 -0.4230 -0.0350
C 0.3606 1.0167 0.2904
H -1.0519 -0.4758 -0.4416
H 0.6432 -0.7425 -0.8368
H 1.4218 1.1711 0.0574
H -0.2500 1.7085 -0.2849
C -1.8348 2.3781 1.8273
H -1.9738 2.9298 2.7681
H -2.5857 1.5741 1.7831
H -1.9500 3.0502 0.9671
C 1.0801 2.9861 2.3263
H 1.1153 3.7302 1.5222
H 2.0674 2.5323 2.4749
H 0.7554 3.4498 3.2653
C -0.9893 -3.1309 1.1118
H -0.8261 -3.7673 1.9914
H -0.9102 -3.7452 0.2103
H -2.0103 -2.7395 1.1826
C 1.9311 -2.4665 1.0413
H 2.6787 -1.6690 1.1458
H 2.1043 -2.9884 0.0934
H 2.1025 -3.1736 1.8659
Pt -0.0229 -0.3002 2.7245
C 0.5215 1.4634 -2.4852
C -0.8221 1.5431 -2.3695
C -1.7613 0.8961 -3.3331
C -1.3758 -0.5475 -3.7457
C -0.6683 -1.3429 -2.6893
C 0.6707 -1.4471 -2.6252
C 1.6121 -0.6413 -3.4741
C 1.2017 0.8385 -3.6644
C 0.1273 -1.7303 4.2045
H 1.2055 2.0519 -1.8627
H -1.3202 2.2737 -1.7251
H -1.8648 1.4833 -4.2643
H -2.7608 0.8852 -2.8741
H -2.3164 -1.0596 -3.9956
H -0.7899 -0.5254 -4.6793
H -1.3363 -1.9421 -2.0471
H 1.1685 -2.2704 -2.0937
H 1.7267 -1.0753 -4.4808
H 2.6098 -0.6711 -3.0123
H 2.1334 1.3982 -3.8464
H 0.6062 0.9556 -4.5855
H 0.9423 -1.4131 4.8829
H 0.2970 -2.7607 3.8513
H -0.8331 -1.6578 4.7478
O -0.3224 1.9592 6.4499
C -0.2957 1.4710 5.3704
N -0.2820 1.0070 4.2759
```

Atom charges from the Löwdin analysis, given in e for atoms 1 to 4: number 1, P, carries 0.633; number 2, P, carries 0.675; number 3, C, carries -0.425; number 4, C, carries -0.439

=====

Record 3
Below is a molecular structure, C16H31NOsP2Se at a distorted geometry, with properties calculated with ωB97M-V with the def2-TZVPD basis set.

## Properties
Lowest unoccupied orbital energy (alpha / beta)   -7.62 / -9.99 eV
Energy above the lowest of the compared OMol25 structures with the same formula, charge and spin   182.0 kcal/mol
Frontier orbital gap (alpha / beta)   4.99 / 3.08 eV
Maximum force   8.2 eV/A
Net charge   +2
Multiplicity   5

```
52
C16H31NOsP2Se | OMol25 | ωB97M-V with the def2-TZVPD basis set
P 0.5517 -2.1642 -0.9182
P 1.2800 0.9872 -1.3015
C 0.0191 -1.2014 -2.3136
C 1.0513 -0.1628 -2.7945
H -0.8674 -0.7259 -1.8540
H -0.2438 -1.9956 -3.0404
H 2.0048 -0.6433 -3.0466
H 0.6134 0.3091 -3.6976
C -0.1258 2.1403 -2.1183
H -0.3545 3.0252 -1.5037
H -1.0776 1.6035 -2.2302
H 0.1380 2.5340 -3.1174
C 2.4479 2.3738 -1.7531
H 2.2353 2.9073 -2.6967
H 3.4794 2.0064 -1.7738
H 2.4056 3.1231 -0.9392
C -0.7373 -3.3310 -0.7745
H -0.6625 -3.8612 0.1635
H -0.5819 -3.9609 -1.6603
H -1.6068 -2.6698 -0.7871
C 2.3193 -3.0509 -1.3783
H 2.8672 -2.4364 -2.1090
H 1.7748 -3.9082 -1.8670
H 3.1368 -3.4695 -0.7300
Os 2.1275 -1.6935 0.2365
C -1.0674 3.1441 1.9225
C -2.2479 2.2667 2.0568
C -3.3739 2.0705 0.9507
C -3.8438 0.5809 1.2422
C -2.4917 -0.1186 1.3551
C -1.6689 0.9295 1.8047
C -0.4542 1.1638 0.9254
C 0.1155 2.3025 1.7243
C 1.4383 -3.2538 1.5333
H -1.0219 4.1768 2.2815
H -2.8551 2.5455 2.9427
H -2.8965 2.1867 -0.0440
H -4.2279 2.7721 0.9564
H -4.3034 0.6061 2.2598
H -4.5627 0.2394 0.4956
H -2.3570 -1.1890 1.5634
H 3.6446 -1.2001 0.1543
H -0.5557 1.5623 -0.0928
H 0.1460 0.2545 0.8281
H 0.4000 1.7872 2.6526
H 0.9593 2.8149 1.3199
H 2.0956 -3.3888 2.3902
H 1.0960 -4.2500 1.1574
H 0.5274 -2.6808 1.8801
Se 1.4181 0.0843 4.7053
C 1.8275 -0.4634 3.0996
N 2.0654 -0.6785 1.9398
```

Atom charges from the Löwdin analysis, given in e for atoms 1 to 4: number 1, P, carries 0.625; number 2, P, carries 0.972; number 3, C, carries -0.388; number 4, C, carries -0.382